# 1
The following is a DFT calculation (ωB97M-V with the def2-TZVPD basis set) of a structure of composition C11H26AlBNO4.

XYZ file:
```
44
Properties=species:S:1:pos:R:3:forces:R:3:mulliken_charge:R:1
C -4.221655 -1.897060 -1.843187 3.3 0.7 1.3 -0.64
C -2.826723 -1.763529 -1.342871 -2.6 0.0 -3.0 -0.07
Al -1.911604 -3.049693 -0.021649 0.6 0.8 0.0 0.11
C 0.147215 -2.694228 -0.144075 0.8 -0.8 -0.7 -0.46
C 0.536440 -1.523418 -1.220544 1.5 -1.4 -0.5 -0.78
N 0.682042 -0.134416 -0.649306 1.4 0.1 1.4 0.35
C -0.115208 0.084867 0.613945 -1.1 1.4 1.5 -0.09
C -0.201329 1.704594 1.023312 -0.6 -0.4 -0.1 -0.93
C 2.118866 0.319069 -0.536296 1.1 4.7 -3.4 0.19
C 3.314629 -0.399764 0.323582 -0.3 0.3 -0.2 -0.77
O 2.459756 1.427273 -1.251426 -1.8 -6.3 4.4 -0.61
C -2.508380 -2.413712 1.880258 -0.8 0.4 2.0 -0.35
B -2.535858 -3.699335 2.936615 -0.6 1.4 -0.7 0.49
O -1.320457 -4.049210 3.723058 -2.1 1.8 0.6 -0.61
O -3.837465 -4.429171 3.026228 2.0 1.0 2.2 -0.56
H -4.948271 -0.989470 -1.659419 1.3 -1.7 -1.6 0.19
H -4.512207 -2.910261 -2.365088 -0.1 1.8 2.1 0.20
H -2.219045 -0.809528 -1.720631 -2.0 -0.9 1.9 0.15
H -2.286650 -4.578366 -0.228945 -0.1 -0.3 -0.1 -0.41
H 0.643860 -2.580088 0.917140 -0.7 0.1 -2.1 0.24
H 0.586411 -3.712273 -0.587984 -0.7 2.1 0.8 0.32
H -0.178227 -1.467060 -2.165123 1.3 -0.2 2.2 0.20
H 1.603855 -1.818357 -1.664951 -2.1 0.8 0.7 0.32
H 0.273528 -0.488960 1.558754 -0.5 0.8 -1.8 0.22
H -1.254632 -0.241882 0.483491 2.7 0.5 -0.1 -0.03
H -0.945177 2.197964 0.236053 1.9 -0.8 1.7 0.22
H 0.847578 2.223372 1.056445 -2.0 -0.9 -0.4 0.25
H -0.677234 1.852629 2.105981 0.9 -0.6 -2.3 0.30
H 3.104218 -0.204899 1.480187 0.4 -0.6 -2.5 0.20
H 3.352883 -1.555264 0.080032 -0.2 2.4 0.7 0.27
H 4.349822 0.107508 0.031833 -2.5 -1.1 0.6 0.31
H -3.580027 -1.896559 1.800001 2.1 -1.3 0.2 0.12
H -1.788228 -1.576238 2.288271 -1.1 -1.6 -0.8 0.09
H -1.092364 -3.253865 4.312276 -0.4 -1.7 -1.7 0.30
H -4.155014 -4.467809 3.987912 1.0 -0.2 -2.1 0.27
C 3.127718 5.690545 -2.479793 0.2 0.1 -0.2 -0.97
C 2.281203 5.600096 -1.227055 -0.1 -0.5 -0.2 -0.22
O 1.270423 4.616933 -1.394477 0.0 0.0 0.0 -0.47
H 2.507863 5.946395 -3.345320 0.0 0.0 0.2 0.25
H 3.909146 6.447614 -2.368650 0.0 -0.1 -0.1 0.32
H 3.598928 4.726923 -2.699326 0.0 0.1 0.1 0.30
H 1.794789 6.558761 -1.023665 -0.1 -0.2 0.0 0.29
H 2.891674 5.331894 -0.359353 0.1 0.2 0.0 0.25
H 1.712909 3.767981 -1.566243 -0.3 0.1 0.2 0.26
```
Positions in Å, forces in eV/Å.

Results
Total energy in eV: -28778.653
Total charge: -1
M in g/mol: 274.1
HOMO-LUMO gap in eV: 6.802



# 2
The following is a DFT calculation (ωB97M-V with the def2-TZVPD basis set) of an isolated molecule of C3H6N4.

XYZ file:
```
13
Properties=species:S:1:pos:R:3:forces:R:3:mulliken_charge:R:1
C 0.330318 -0.907578 1.105606 1.0 0.9 -1.4 -0.47
C 0.281172 0.171532 0.116846 -1.6 1.1 0.0 0.48
C 1.369571 1.031536 -0.484858 -1.2 0.0 0.9 -1.00
N -1.606800 1.232260 0.159515 3.0 -0.7 0.8 -0.25
N -2.206924 0.306778 -0.226879 -1.4 0.4 -0.9 0.00
N -1.730620 -0.913408 -0.451268 1.0 -2.0 0.7 -0.16
N -0.214749 -1.053815 -0.279278 0.2 1.0 -0.6 -0.33
H 1.324910 -1.276938 1.338043 -0.1 -0.7 -0.4 0.26
H -0.331341 -1.007775 1.883716 -1.7 0.2 1.7 0.31
H 1.685017 0.545374 -1.430166 0.4 0.4 0.7 0.29
H 2.086319 1.019232 0.393903 -0.1 0.7 -1.7 0.27
H 0.897928 2.039727 -0.718053 1.1 -1.1 0.4 0.28
H -1.884795 -1.186921 -1.407124 -0.4 -0.1 -0.2 0.31
```
Positions in Å, forces in eV/Å.

Results
Total energy in eV: -9163.055
Relative energy (zero: lowest compared OMol25 entry of this formula, charge and spin) in kcal/mol: 133.8
Total charge: 0
M in g/mol: 98.1
HOMO-LUMO gap in eV: 9.655